Here is a 2-piece molecular cluster, C2H7NOS2 overall at a distorted geometry from OMol25. Energies are from ωB97M-V/def2-TZVPD.

Values from the calculation:
Kohn-Sham gap, eV: 7.841
E, a.u.: -1006.7058
HOMO level, eV: -8.504
SMILES: NC=O.CSS
ΔE to the lowest compared entry with this formula, charge and spin, kJ/mol: 205.3

Last column: natural (NBO) charge in e.
CARTESIAN COORDINATES (ANGSTROEM)
H: 1.4143 -1.7236 -2.0068  0.232
H: -2.9045 0.8704 -0.1371  0.397
C: 1.0808 -1.2776 -1.0989  -0.788
O: -1.1659 -1.4502 1.1951  -0.610
S: 1.5864 0.3555 -1.2518  0.212
C: -2.1661 -0.9299 0.8019  0.536
H: -1.3846 0.9047 0.6141  0.385
H: 0.2775 0.5629 1.7781  0.196
H: 1.7004 -1.4987 -0.2354  0.239
N: -2.2322 0.4098 0.4717  -0.857
H: -0.0126 -1.4049 -1.0197  0.242
S: 0.6420 1.2405 0.5683  -0.284
H: -3.2803 -1.2693 0.8622  0.102

Here is one molecule with the formula C2H7NS from OMol25. Energies are from ωB97M-V/def2-TZVPD.

Values from the calculation:
Kohn-Sham gap, eV: 9.568
E, a.u.: -533.3237
HOMO level, eV: -8.541
SMILES: CSCN
ΔE to the lowest compared entry with this formula, charge and spin, kJ/mol: 17.6

Last column: natural (NBO) charge in e.
CARTESIAN COORDINATES (ANGSTROEM)
H: -1.1324 -2.6001 0.4502  0.232
C: -0.3710 -1.8626 0.2235  -0.746
H: -0.8865 2.2635 -0.5351  0.366
C: 0.3950 0.7369 -0.0209  -0.332
H: 0.3787 -1.9390 1.0057  0.213
H: 1.0679 0.1425 -0.6453  0.182
N: 0.0869 2.0110 -0.6246  -0.843
S: -1.1251 -0.2293 0.1760  0.172
H: 0.8713 0.8215 0.9563  0.177
H: 0.0607 -2.0953 -0.7482  0.215
H: 0.6545 2.7508 -0.2375  0.362

Here is a 2-piece molecular cluster, C2H7NS2 overall at a distorted geometry from OMol25. Energies are from ωB97M-V/def2-TZVPD.

Values from the calculation:
Kohn-Sham gap, eV: 9.020
E, a.u.: -931.4788
HOMO level, eV: -8.365
SMILES: C=N.CSS
ΔE to the lowest compared entry with this formula, charge and spin, kJ/mol: 117.5

Last column: natural (NBO) charge in e.
CARTESIAN COORDINATES (ANGSTROEM)
H: 1.0847 3.8865 0.8624  0.131
C: 1.9898 0.2134 0.7720  -0.744
H: 2.8453 0.6838 0.3036  0.229
C: -2.2882 -1.9850 -1.1905  -0.046
H: 2.2240 -0.5831 1.4723  0.231
N: -1.7324 -0.8748 -0.9559  -0.592
S: 0.8744 2.8854 0.0203  -0.136
H: 1.3611 -0.2959 0.0466  0.227
S: 0.8777 1.4538 1.5156  0.063
H: -1.8688 -2.5988 -1.9857  0.156
H: -3.2575 -2.2811 -0.7822  0.148
H: -2.1101 -0.5042 -0.0785  0.333

Here is a 2-piece molecular cluster, C2H7NS2 overall from OMol25. Energies are from ωB97M-V/def2-TZVPD.

Values from the calculation:
Kohn-Sham gap, eV: 8.762
E, a.u.: -931.4761
HOMO level, eV: -8.517
SMILES: C=CN.SS
ΔE to the lowest compared entry with this formula, charge and spin, kJ/mol: 124.7

Last column: natural (NBO) charge in e.
CARTESIAN COORDINATES (ANGSTROEM)
S: 0.7931 1.7225 -1.2453  -0.138
H: 2.5470 -0.1078 -0.9153  0.135
C: -1.8783 -0.9125 0.6364  -0.453
H: -1.8245 -1.3943 -0.3297  0.202
H: -1.9054 -0.0715 3.1175  0.364
C: -1.3309 -1.4350 1.7217  0.001
N: -1.1876 -0.7655 2.9711  -0.858
S: 1.3056 -0.2984 -1.3493  -0.131
H: -1.0197 -2.4739 1.7205  0.183
H: -0.2720 -0.3500 3.0675  0.373
H: -0.4465 1.5535 -1.7085  0.137
H: -2.3559 0.0640 0.6492  0.186

Here is one molecule with the formula C2H7NS2 at a distorted geometry from OMol25. Energies are from ωB97M-V/def2-TZVPD.

Values from the calculation:
Kohn-Sham gap, eV: 9.796
E, a.u.: -931.4674
HOMO level, eV: -9.066
SMILES: CN(S)CS
ΔE to the lowest compared entry with this formula, charge and spin, kJ/mol: 147.6

Last column: natural (NBO) charge in e.
CARTESIAN COORDINATES (ANGSTROEM)
S: 1.5703 -1.4447 -0.0818  0.148
H: 0.1371 1.7015 -0.1466  0.194
H: -0.8117 0.5975 1.6359  0.209
H: -1.5734 0.3208 -0.9316  0.124
H: -0.3477 -1.2684 1.8277  0.246
C: -0.5091 -0.3729 1.0836  -0.306
N: 0.7052 -0.0739 0.4577  -0.572
C: 0.6625 0.8977 -0.5905  -0.438
H: 0.1640 0.6675 -1.6059  0.194
H: 1.7270 1.2551 -0.5889  0.228
H: 0.6069 -2.1190 -0.7182  0.097
S: -1.9509 -0.7313 -0.1270  -0.124

Here is a 2-piece molecular cluster, C2H7NS2 overall from OMol25. Energies are from ωB97M-V/def2-TZVPD.

Values from the calculation:
Kohn-Sham gap, eV: 8.697
E, a.u.: -931.4957
HOMO level, eV: -8.445
SMILES: C=CN.SS
ΔE to the lowest compared entry with this formula, charge and spin, kJ/mol: 73.3

Last column: natural (NBO) charge in e.
CARTESIAN COORDINATES (ANGSTROEM)
H: 1.6993 2.2671 -1.5631  0.209
C: 0.8777 2.2392 0.3643  0.015
C: 1.7741 1.8854 -0.5576  -0.547
H: 0.1157 2.9900 0.1582  0.191
H: 0.9231 -1.0499 -0.7536  0.136
N: 0.8153 1.6370 1.6197  -0.824
H: -1.4643 0.2135 0.1246  0.124
H: 1.2125 0.7122 1.6084  0.384
H: 2.6546 1.3090 -0.3119  0.195
H: -0.0410 1.7444 2.1327  0.381
S: -1.6624 -0.8675 -0.6450  -0.120
S: 0.0818 -1.8451 -0.0733  -0.142

Here is one molecule with the formula C2H7NSi at a distorted geometry from OMol25. Energies are from ωB97M-V/def2-TZVPD.

Values from the calculation:
Kohn-Sham gap, eV: 9.929
E, a.u.: -424.6103
HOMO level, eV: -9.090
SMILES: C=N[SiH2]C
ΔE to the lowest compared entry with this formula, charge and spin, kJ/mol: 25.4

Last column: natural (NBO) charge in e.
CARTESIAN COORDINATES (ANGSTROEM)
H: 1.2484 0.9670 -1.0354  0.243
H: 0.2528 -1.1683 1.7565  -0.198
H: 2.4726 0.4444 -0.0220  0.233
H: -2.8617 0.0752 -1.1326  0.165
C: 1.5291 0.2148 -0.2711  -1.093
H: -1.4590 -1.2889 -1.0789  0.140
H: 1.7217 -0.7717 -0.7097  0.241
N: -1.2824 0.4097 0.1821  -0.835
H: 0.0844 1.2828 1.9247  -0.191
Si: 0.2000 0.1607 1.0656  1.294
C: -1.9059 -0.3256 -0.6791  0.001

Here is one molecule with the formula C2H7NSi at a distorted geometry from OMol25. Energies are from ωB97M-V/def2-TZVPD.

Values from the calculation:
Kohn-Sham gap, eV: 9.370
E, a.u.: -424.5719
HOMO level, eV: -9.316
SMILES: C=N[SiH2]C
ΔE to the lowest compared entry with this formula, charge and spin, kJ/mol: 126.2

Last column: natural (NBO) charge in e.
CARTESIAN COORDINATES (ANGSTROEM)
H: 0.1606 -1.9376 -0.4696  0.230
C: -0.6982 -1.4034 -0.8397  -1.068
H: -1.2694 1.4715 -1.2193  -0.183
C: 1.7553 0.8909 1.1073  0.014
H: -0.5394 -1.0910 -1.9427  0.229
Si: -0.8825 0.4890 -0.1270  1.280
H: 2.4831 0.0934 1.0564  0.173
H: -1.9790 0.5535 0.7874  -0.201
H: 2.2026 1.6802 1.6916  0.157
H: -1.6672 -1.9623 -0.7177  0.239
N: 0.4339 1.2159 0.6733  -0.871

Here is C2H7NSi as an isolated structure at a distorted geometry from OMol25. Energies are from ωB97M-V/def2-TZVPD.

Values from the calculation:
Multiplicity: 3
Kohn-Sham gap (spin up / spin down), eV: 6.329 / 9.047
E, a.u.: -424.3943
HOMO level (spin up / spin down), eV: -5.122 / -11.006
ΔE to the lowest compared entry with this formula, charge and spin, kJ/mol: 226.4

Last column: natural (NBO) charge in e.
CARTESIAN COORDINATES (ANGSTROEM)
H: -2.6059 -0.1151 -1.2251  0.398
H: 1.0357 -1.0602 -1.5564  -0.152
H: 2.8530 -0.2441 -0.1815  -0.163
C: -1.5026 0.2108 0.3883  -0.125
H: 0.4826 0.5580 1.6296  0.207
C: 0.3651 -0.2212 0.9792  -0.681
H: 0.2529 -1.2436 1.1965  0.220
H: 1.1438 1.3523 -1.0991  -0.151
N: -1.7919 -0.2225 -0.7132  -0.629
Si: 1.4460 -0.0341 -0.5595  0.836
H: -1.6787 1.0198 1.1413  0.240

Here is a 2-piece molecular cluster, C2H7O overall at a distorted geometry from OMol25. Energies are from ωB97M-V/def2-TZVPD.

Values from the calculation:
Kohn-Sham gap, eV: 6.962
E, a.u.: -155.6049
HOMO level, eV: -2.243
ΔE to the lowest compared entry with this formula, charge and spin, kJ/mol: 7.0
Charge: -1

Last column: natural (NBO) charge in e.
CARTESIAN COORDINATES (ANGSTROEM)
H: -1.7885 1.0291 -0.1478  0.159
O: 1.8262 0.1120 -0.8999  -1.364
H: -0.6498 0.5454 1.8380  0.178
C: -1.1388 0.1553 -0.2475  -0.640
H: 2.4098 0.7828 -1.2178  0.392
H: -1.7266 -0.6311 -0.7294  0.164
H: -0.2186 0.3568 -0.8159  0.312
H: 0.2861 -0.7344 1.1142  0.249
C: -0.7164 -0.3200 1.1730  -0.614
H: -1.5154 -0.9658 1.5408  0.165

Here is a 2-piece molecular cluster, C2H7O2 overall from OMol25. Energies are from ωB97M-V/def2-TZVPD.

Values from the calculation:
Kohn-Sham gap, eV: 7.646
E, a.u.: -230.8795
HOMO level, eV: -2.878
ΔE to the lowest compared entry with this formula, charge and spin, kJ/mol: 13.6
Charge: -1

Last column: natural (NBO) charge in e.
CARTESIAN COORDINATES (ANGSTROEM)
H: 1.7715 -0.3208 0.0342  0.510
H: 3.3146 -0.6455 0.1734  0.436
C: -0.4475 0.0009 -0.6057  -0.027
O: 0.4246 -1.0035 -0.3465  -0.943
H: 0.0621 0.9829 -0.7407  0.089
H: -0.9960 -0.1824 -1.5634  0.082
H: -1.7652 1.2771 0.6075  0.165
H: -2.4380 -0.3379 0.3160  0.171
C: -1.5076 0.2100 0.4888  -0.640
H: -1.1162 -0.0707 1.4678  0.198
O: 2.6978 0.0898 0.1685  -1.042

Here is a 2-piece molecular cluster, C2H7O2 overall at a distorted geometry from OMol25. Energies are from ωB97M-V/def2-TZVPD.

Values from the calculation:
Kohn-Sham gap, eV: 7.560
E, a.u.: -230.8623
HOMO level, eV: -2.854
ΔE to the lowest compared entry with this formula, charge and spin, kJ/mol: 58.7
Charge: -1

Last column: natural (NBO) charge in e.
CARTESIAN COORDINATES (ANGSTROEM)
H: -1.3726 2.2210 0.7276  0.155
O: 0.6123 -0.6443 0.6651  -0.963
H: 0.8949 1.1643 0.0309  0.129
H: -1.4431 0.9028 -0.4833  0.205
H: 0.9794 -1.2152 -2.2713  0.432
C: 0.3628 0.7514 0.8019  -0.059
H: 0.7208 1.1697 1.7774  0.098
H: -1.7444 0.4064 1.2693  0.192
H: 0.3623 -1.1937 -0.7022  0.517
C: -1.1163 1.0905 0.5943  -0.635
O: 0.1532 -1.1691 -1.7558  -1.071